No. 1
{
  "formula": "C36H55NO24",
  "method": "the ωB97M-V functional and the def2-TZVPD basis",
  "species": ["O", "O", "O", "O", "O", "O", "O", "O", "O", "O", "O", "O", "O", "O", "O", "O", "O", "O", "O", "O", "O", "O", "O", "O", "N", "C", "C", "C", "C", "C", "C", "C", "C", "C", "C", "C", "C", "C", "C", "C", "C", "C", "C", "C", "C", "C", "C", "C", "C", "C", "C", "C", "C", "C", "C", "C", "C", "C", "C", "C", "C", "H", "H", "H", "H", "H", "H", "H", "H", "H", "H", "H", "H", "H", "H", "H", "H", "H", "H", "H", "H", "H", "H", "H", "H", "H", "H", "H", "H", "H", "H", "H", "H", "H", "H", "H", "H", "H", "H", "H", "H", "H", "H", "H", "H", "H", "H", "H", "H", "H", "H", "H", "H", "H", "H", "H"],
  "positions_angstrom": [[-1.722, -9.277, 16.823], [-1.447, -6.683, 20.817], [-2.339, -3.480, 10.664], [-3.428, -7.648, 20.639], [-4.607, -3.107, 18.407], [-5.611, -6.395, 15.235], [1.150, -5.787, 15.276], [-6.739, -3.432, 18.277], [3.392, -5.400, 15.437], [-5.909, -6.561, 17.491], [-6.453, -8.258, 16.169], [-1.981, -14.020, 16.832], [-1.476, -8.862, 20.919], [-1.363, -3.939, 12.709], [-3.127, -12.977, 15.229], [-2.804, -15.105, 15.094], [-2.792, -7.279, 16.766], [2.469, -7.169, 16.330], [1.441, -12.603, 17.179], [2.264, -10.613, 17.270], [-2.960, -5.233, 11.940], [0.840, -11.109, 15.678], [-5.689, -3.793, 20.277], [-3.633, -9.081, 17.795], [-6.837, -12.621, 15.884], [-6.919, -11.790, 15.086], [0.893, -7.306, 18.118], [-4.395, -11.326, 17.810], [-5.725, -3.477, 19.050], [-6.366, -3.169, 16.971], [-4.887, -2.900, 17.038], [-7.011, -8.631, 17.383], [-2.112, -7.814, 20.768], [-2.190, -4.183, 11.687], [-7.822, -6.618, 18.852], [-4.754, -9.761, 13.759], [1.999, -10.349, 19.741], [2.604, -11.100, 18.511], [-3.457, -14.887, 13.845], [-2.331, -5.611, 20.498], [-2.754, -8.454, 17.133], [-3.208, -10.396, 18.140], [-3.764, -6.299, 20.341], [-7.081, -10.722, 14.080], [-3.619, -13.355, 13.993], [-1.893, -10.596, 17.271], [-5.925, -7.064, 16.230], [-3.981, -3.795, 16.267], [1.147, -7.615, 16.616], [-5.922, -10.493, 13.132], [0.263, -6.830, 15.775], [-2.568, -14.037, 15.774], [-1.880, -4.900, 19.239], [2.431, -6.083, 15.597], [1.452, -11.402, 16.634], [-2.469, -7.302, 13.211], [-4.789, -15.566, 13.769], [-1.347, -4.913, 13.718], [2.181, -12.578, 18.369], [-2.556, -5.720, 13.255], [-6.638, -7.473, 18.347], [-0.805, -4.645, 19.379], [1.437, -7.712, 18.911], [2.428, -9.410, 20.010], [-4.595, -12.885, 13.788], [-2.835, -7.816, 14.157], [-3.105, -12.846, 13.219], [-5.136, -8.743, 13.894], [-0.083, -7.524, 15.032], [-1.513, -7.610, 12.830], [-2.981, -3.584, 16.404], [-3.021, -10.460, 19.226], [2.190, -10.938, 20.644], [-4.068, -4.842, 16.630], [-5.634, -11.434, 12.709], [-7.506, -5.714, 19.335], [1.503, -12.916, 19.146], [-2.020, -5.503, 18.386], [-4.385, -10.213, 14.697], [-6.523, -4.059, 16.383], [-2.759, -15.136, 13.083], [-0.142, -7.636, 18.447], [1.106, -8.660, 16.465], [-4.437, -6.060, 21.143], [-7.248, -9.781, 14.618], [1.015, -6.251, 18.306], [-5.531, -14.986, 14.344], [-8.052, -8.795, 17.190], [-3.311, -5.540, 14.005], [-5.989, -7.800, 19.106], [-5.114, -15.373, 12.717], [-2.322, -4.940, 21.368], [-8.390, -6.349, 17.979], [-0.433, -5.416, 13.556], [-4.709, -16.643, 13.945], [-8.475, -7.183, 19.443], [0.913, -10.152, 19.530], [-1.049, -10.817, 17.918], [-5.225, -11.136, 18.473], [-6.842, -2.331, 16.466], [-2.401, -3.986, 19.072], [3.058, -13.208, 18.364], [-6.578, -9.516, 17.714], [-4.747, -11.189, 16.795], [-3.939, -9.728, 13.062], [-3.193, -7.543, 12.507], [-1.307, -4.577, 14.797], [-1.797, -11.349, 16.467], [3.673, -11.042, 18.590], [-4.710, -1.915, 16.602], [-4.129, -3.838, 15.227], [-0.591, -6.337, 16.278], [-8.035, -10.948, 13.611], [-6.255, -9.914, 12.229], [-4.088, -6.061, 19.338], [-4.008, -12.334, 17.919]],
  "e_homo_ev": -10.365,
  "smiles": "C[C@H]1COC(=O)O1.C[C@H]1COC(=O)O1.C[C@H]1COC(=O)O1.C[C@H]1COC(=O)O1.C[C@H]1COC(=O)O1.C[C@H]1COC(=O)O1.C[C@H]1COC(=O)O1.C[C@H]1COC(=O)O1.CCCC#N",
  "lumo_energy_ev": 0.22,
  "multiplicity": 1,
  "orbital_gap_ha": 0.3890
}



No. 2
{
  "formula": "C36H56N3OP2Sn",
  "method": "the ωB97M-V functional and the def2-TZVPD basis",
  "species": ["Sn", "P", "P", "O", "N", "N", "N", "C", "C", "C", "C", "C", "C", "C", "C", "C", "C", "C", "C", "C", "C", "C", "C", "C", "C", "C", "C", "C", "C", "C", "C", "C", "C", "C", "C", "C", "C", "C", "C", "C", "C", "C", "C", "H", "H", "H", "H", "H", "H", "H", "H", "H", "H", "H", "H", "H", "H", "H", "H", "H", "H", "H", "H", "H", "H", "H", "H", "H", "H", "H", "H", "H", "H", "H", "H", "H", "H", "H", "H", "H", "H", "H", "H", "H", "H", "H", "H", "H", "H", "H", "H", "H", "H", "H", "H", "H", "H", "H", "H"],
  "positions_angstrom": [[-0.187, 0.377, 0.414], [1.053, -2.004, 0.996], [-1.313, 2.140, -1.229], [0.908, 3.226, 3.147], [-0.590, -0.957, -1.353], [-1.979, -0.403, 1.693], [2.304, 1.030, -1.044], [-1.223, 3.853, -3.520], [0.917, -4.700, 1.376], [-3.182, 2.611, 0.809], [-4.567, 0.127, 4.025], [-3.698, 3.656, -1.397], [-1.229, -2.434, -3.603], [2.835, -1.723, 1.876], [-2.546, -0.204, 2.720], [-0.355, 2.885, -2.700], [-1.291, -3.558, 0.878], [-1.594, -0.556, -2.159], [0.019, -2.191, -1.575], [0.031, -3.474, 1.669], [-3.166, 0.204, 3.914], [3.330, -0.065, -4.017], [0.786, -2.824, -0.538], [-3.039, 1.117, 6.159], [-2.307, 0.770, -1.943], [-2.404, 0.716, 4.985], [3.210, -0.239, 2.000], [0.114, 1.744, -3.627], [3.862, -1.996, -2.597], [-5.195, 0.538, 5.200], [3.837, -2.366, 0.916], [-2.565, 3.303, -0.418], [-0.174, -2.835, -2.820], [5.357, 0.042, -2.378], [-4.432, 1.022, 6.276], [0.531, 2.359, 2.503], [3.929, -0.422, -2.652], [0.865, 3.634, -2.150], [2.869, -2.349, 3.268], [3.162, 0.561, -1.725], [-1.821, 4.575, 0.046], [-0.320, -3.306, 3.128], [-1.982, -1.331, -3.233], [-1.001, 4.338, 0.739], [-2.539, 5.213, 0.582], [-0.976, -4.148, 3.421], [2.709, -3.434, 3.264], [0.660, 0.975, -3.065], [-1.324, 0.803, 4.873], [3.179, 0.277, 1.032], [2.567, 0.279, 2.716], [-3.693, 1.678, 0.549], [1.456, 3.992, -3.001], [1.488, 2.968, -1.552], [5.509, 0.163, -1.285], [-2.439, 2.401, 1.584], [4.846, -2.320, 1.365], [1.807, -4.790, 2.038], [-3.365, 4.281, -2.237], [-6.283, 0.488, 5.278], [-0.640, 4.168, -4.405], [2.132, -1.865, 3.916], [-3.248, 0.689, -1.365], [-2.665, 1.207, -2.891], [-2.855, -1.042, -3.795], [-1.460, 4.774, -2.965], [-4.930, 1.331, 7.204], [-2.153, 3.398, -3.897], [-1.525, -3.053, -4.443], [-1.960, -4.307, 1.325], [3.880, -1.783, -0.019], [-5.146, -0.246, 3.179], [-1.124, -3.888, -0.150], [3.871, -0.395, -4.911], [2.335, -0.530, -4.056], [3.165, 1.011, -4.111], [0.806, 2.156, -4.378], [0.570, -3.302, 3.772], [-1.781, -2.576, 0.849], [-2.447, 1.511, 6.992], [6.179, -0.628, -2.668], [-3.933, 3.285, 1.245], [3.860, -2.162, 3.711], [5.466, 1.053, -2.790], [4.527, -2.393, -3.390], [-0.717, 1.271, -4.174], [-1.410, 5.160, -0.789], [2.880, -2.424, -2.843], [-0.878, -2.371, 3.283], [0.286, -5.601, 1.435], [1.753, -3.197, -0.981], [-4.196, 2.762, -1.802], [-4.454, 4.230, -0.840], [4.224, -2.461, -1.677], [1.300, -4.695, 0.340], [3.626, -3.423, 0.674], [0.585, 4.498, -1.537], [4.241, -0.191, 2.389], [0.473, -3.689, -3.058]],
  "e_homo_ev": [-16.556, -15.617],
  "de_lowest_ev": 0.000,
  "charge": 3,
  "lumo_energy_ev": [-10.28, -9.97],
  "multiplicity": 1,
  "orbital_gap_ha": [0.2308, 0.2074]
}



No. 3
{
  "formula": "C36H57ClF7NO11Si",
  "method": "the ωB97M-V functional and the def2-TZVPD basis",
  "species": ["Cl", "Si", "F", "F", "F", "F", "F", "F", "F", "O", "O", "O", "O", "O", "O", "O", "O", "O", "O", "O", "N", "C", "C", "C", "C", "C", "C", "C", "C", "C", "C", "C", "C", "C", "C", "C", "C", "C", "C", "C", "C", "C", "C", "C", "C", "C", "C", "C", "C", "C", "C", "C", "C", "C", "C", "C", "C", "H", "H", "H", "H", "H", "H", "H", "H", "H", "H", "H", "H", "H", "H", "H", "H", "H", "H", "H", "H", "H", "H", "H", "H", "H", "H", "H", "H", "H", "H", "H", "H", "H", "H", "H", "H", "H", "H", "H", "H", "H", "H", "H", "H", "H", "H", "H", "H", "H", "H", "H", "H", "H", "H", "H", "H", "H"],
  "positions_angstrom": [[2.878, -4.417, 3.733], [0.620, -1.932, 2.632], [-0.834, -2.851, 0.326], [0.340, 1.154, 0.992], [6.273, -2.916, -0.189], [5.910, -4.047, -2.344], [0.911, -4.316, 1.029], [6.608, -1.691, -2.208], [-0.273, 1.458, 4.093], [-1.734, 0.004, 0.493], [1.282, -4.756, -3.278], [1.956, 4.391, -0.679], [-0.869, -6.789, -3.464], [-1.482, -0.457, 4.914], [-4.904, 2.573, 1.157], [-6.462, 2.496, 3.679], [-5.116, 0.394, -2.882], [-2.822, 2.252, -3.171], [1.432, 7.164, -1.588], [2.315, 0.352, 3.087], [-0.719, -0.712, 2.592], [5.754, -2.773, -1.595], [0.220, -4.916, -2.331], [1.083, -4.474, 4.186], [1.780, 4.825, 0.664], [3.115, -2.775, -0.346], [-0.683, 0.145, 1.349], [-4.672, -0.283, -4.053], [0.542, -2.880, 0.948], [3.651, 1.690, 1.047], [-0.804, 0.093, 3.868], [-3.602, 3.033, -4.068], [2.808, 7.460, -1.372], [4.185, -2.253, -1.478], [-4.068, 0.558, -1.921], [-3.707, 2.544, 1.926], [0.873, 4.782, -1.524], [1.541, -2.230, -0.223], [1.083, -1.100, -1.318], [6.329, 2.463, 1.493], [-3.508, 1.985, -1.946], [-0.239, -6.376, -2.250], [2.381, -1.106, 2.908], [2.166, -0.564, -2.474], [5.030, 2.442, 0.490], [4.902, 1.009, 3.542], [6.285, 1.740, 2.988], [3.718, -1.111, -2.602], [-6.948, 2.070, 2.402], [3.555, 0.999, 2.553], [-5.812, 1.533, 1.525], [-6.334, 3.912, 3.762], [1.249, 5.991, -2.387], [0.826, -4.210, -4.511], [-0.013, -7.583, -4.275], [0.980, -5.069, 5.739], [0.314, -3.029, 4.188], [-3.118, 3.020, -5.047], [4.473, -0.739, -3.445], [-0.004, -0.667, -1.343], [0.475, -5.201, 3.466], [-5.802, 4.322, 2.900], [-0.066, -5.566, 5.931], [-0.862, -3.222, 4.233], [7.229, 1.753, 3.688], [-0.620, -4.251, -2.569], [-7.663, 1.262, 2.586], [3.365, 6.579, -1.042], [0.617, -4.617, -1.355], [3.150, -1.382, 2.071], [5.060, 2.955, -0.586], [0.658, 3.935, -2.184], [-5.286, 0.712, 2.026], [-4.303, 2.719, -1.772], [-7.484, 2.883, 1.896], [-0.058, -4.734, -4.885], [1.821, 0.222, -3.282], [-0.986, -6.463, -1.454], [-0.468, -7.684, -5.263], [-3.918, 2.464, 2.999], [0.568, -2.413, 5.164], [2.722, 4.685, 1.199], [0.974, -7.122, -4.394], [-5.448, -0.187, -4.818], [-0.029, 4.987, -0.936], [-6.242, 1.140, 0.597], [-4.616, 2.632, -4.177], [-3.745, 0.146, -4.443], [-3.161, 3.473, 1.750], [1.508, 5.886, 0.713], [-3.652, 4.066, -3.714], [-4.506, 0.369, -0.936], [2.144, 5.783, -2.988], [0.600, -3.147, -4.383], [0.599, -7.036, -1.998], [0.425, 6.201, -3.077], [3.249, 7.855, -2.292], [-7.326, 4.368, 3.837], [0.098, -8.578, -3.836], [7.338, 2.995, 1.181], [-2.775, 2.086, -1.139], [2.833, -1.543, 3.923], [1.628, -4.313, -5.248], [-4.525, -1.345, -3.832], [1.899, -5.767, 5.939], [1.101, -4.122, 6.445], [3.510, -3.598, 0.412], [2.746, 1.681, 0.297], [2.874, 8.225, -0.593], [-3.084, 1.703, 1.612], [-5.768, 4.151, 4.666], [4.822, 0.498, 4.600], [1.007, 4.225, 1.150], [-3.271, -0.180, -2.081]],
  "e_homo_ev": -8.658,
  "de_lowest_ev": 12.738,
  "smiles": "C[C@H](Cl)C[Si@](COc1ccccc1)(N(C(=O)F)C(=O)F)C(F)(F)c1cccc(C(F)(F)F)c1.COCCOC.COCCOC.COCCOC.COCCOC",
  "lumo_energy_ev": -1.32,
  "multiplicity": 1,
  "orbital_gap_ha": 0.2698
}



No. 4
{
  "formula": "C36H57ClF7NO11Si",
  "method": "the ωB97M-V functional and the def2-TZVPD basis",
  "species": ["Cl", "Si", "F", "F", "F", "F", "F", "F", "F", "O", "O", "O", "O", "O", "O", "O", "O", "O", "O", "O", "N", "C", "C", "C", "C", "C", "C", "C", "C", "C", "C", "C", "C", "C", "C", "C", "C", "C", "C", "C", "C", "C", "C", "C", "C", "C", "C", "C", "C", "C", "C", "C", "C", "C", "C", "C", "C", "H", "H", "H", "H", "H", "H", "H", "H", "H", "H", "H", "H", "H", "H", "H", "H", "H", "H", "H", "H", "H", "H", "H", "H", "H", "H", "H", "H", "H", "H", "H", "H", "H", "H", "H", "H", "H", "H", "H", "H", "H", "H", "H", "H", "H", "H", "H", "H", "H", "H", "H", "H", "H", "H", "H", "H", "H"],
  "positions_angstrom": [[3.382, -1.018, 5.311], [2.411, -1.032, 1.974], [-3.588, 0.927, 5.859], [-0.188, -1.516, -0.204], [2.243, 1.624, 1.004], [1.808, -3.798, -0.419], [-1.526, 0.223, 6.538], [-2.011, 2.521, 6.551], [2.636, 1.487, 3.275], [4.096, -2.597, -6.073], [0.062, 4.955, 3.223], [1.665, -1.163, -5.192], [-3.871, -2.509, -0.984], [0.462, 3.240, -4.730], [2.229, 6.862, 2.579], [0.507, -3.140, 2.136], [1.146, 0.008, -1.264], [-5.775, -3.260, -3.118], [-1.952, 1.739, -3.913], [3.945, -3.034, -0.222], [2.357, -1.361, 0.192], [2.959, -0.577, -5.312], [1.952, 0.828, 2.195], [3.773, -1.250, -6.414], [-0.799, 5.696, 2.369], [-2.590, 2.164, -5.109], [1.085, -0.934, -0.426], [1.292, 4.611, 2.586], [-2.304, -4.846, 4.434], [1.573, -2.051, -4.088], [-3.605, -4.162, 3.873], [5.966, -1.642, 4.437], [1.744, 7.720, 3.602], [2.718, -2.748, -0.135], [-0.804, -3.431, 2.681], [-2.195, 1.300, 5.850], [3.262, -3.538, -6.736], [-0.893, -4.499, 3.844], [-0.112, 4.409, -4.160], [-0.672, 1.157, -4.156], [-2.113, -2.735, 2.175], [-3.537, -3.090, 2.751], [4.617, -0.855, 3.963], [-0.163, 1.064, 3.957], [-6.533, -3.969, -2.147], [0.370, 1.069, 2.468], [1.206, -2.183, 2.980], [-2.192, 1.616, 1.752], [0.453, 2.135, -3.827], [-5.488, -1.923, -2.712], [-1.641, 1.324, 4.343], [-0.682, 1.350, 1.362], [4.176, -1.491, 2.557], [-4.056, -1.791, -2.202], [-3.201, -3.748, -1.180], [2.427, 5.526, 3.037], [-2.715, 1.620, 3.220], [-4.488, -2.581, 2.340], [-1.612, 6.102, 2.975], [4.294, -2.637, 2.563], [1.528, 3.586, 2.884], [-6.206, -1.582, -1.957], [-3.282, -4.331, -0.261], [0.893, 7.277, 4.130], [-6.105, -3.868, -1.146], [2.204, -3.275, -6.646], [-7.566, -3.607, -2.146], [1.418, 8.653, 3.141], [0.076, -4.984, 4.213], [6.890, -1.227, 3.906], [2.812, 0.474, -5.579], [1.550, -1.482, -3.154], [3.418, -4.515, -6.275], [4.890, 0.251, 3.774], [2.544, 7.940, 4.315], [-3.857, -0.737, -1.987], [4.901, -1.109, 1.734], [-1.919, 2.760, -5.735], [-0.591, 0.804, -5.190], [4.721, -0.715, -6.528], [-2.098, -1.932, 1.361], [5.807, -2.743, 4.122], [-0.397, 1.402, 0.260], [2.540, 5.498, 4.126], [-0.584, 0.288, -3.497], [0.569, 0.870, 4.823], [-3.340, -2.120, -2.963], [-6.532, -5.026, -2.420], [3.495, -0.611, -4.357], [0.382, 2.479, -2.789], [-2.369, -5.623, 5.269], [0.464, -1.597, 3.625], [2.409, -2.758, -4.067], [0.574, 4.835, -3.421], [1.185, 4.626, 1.495], [1.848, -2.807, 3.722], [-2.143, -3.569, -1.392], [3.539, -3.598, -7.793], [3.245, -1.206, -7.374], [-0.276, 6.526, 1.887], [-2.943, 1.296, -5.673], [-1.077, 4.198, -3.691], [6.024, -1.626, 5.578], [3.361, 5.169, 2.593], [-5.606, -1.290, -3.597], [-3.647, -4.324, -1.997], [-3.814, 1.838, 3.496], [-3.449, 2.780, -4.839], [0.644, -2.617, -4.178], [-2.957, 1.856, 0.936], [1.411, 1.621, -3.945], [-0.265, 5.137, -4.959], [-4.606, -4.487, 4.328], [-1.225, 5.034, 1.608]],
  "e_homo_ev": -8.820,
  "de_lowest_ev": 0.000,
  "smiles": "C[C@H](Cl)C[Si@](COc1ccccc1)(N(C(=O)F)C(=O)F)C(F)(F)c1cccc(C(F)(F)F)c1.COCCOC.COCCOC.COCCOC.COCCOC",
  "lumo_energy_ev": -0.60,
  "multiplicity": 1,
  "orbital_gap_ha": 0.3019
}



Max |F| (computed, hartree/bohr): 0.1258 0.1093 0.1944 0.1173
Total energy (computed, eV): -88853.318 -69139.728 -101664.083 -101676.821